5 unconnected molecules or ions with the total composition C22H50BO10PS4 in a non-equilibrium geometry. Source: the OMol25 dataset; level of theory: ωB97M-V/def2-TZVPD.

Geometry as XYZ:
```
88
Properties=species:S:1:pos:R:3:forces:R:3
C -1.5457 0.7137 -5.0069 -0.13 0.29 0.47
O -2.3048 0.1447 -3.9309 0.77 0.28 -0.11
B -1.9389 0.7913 -2.7424 -0.99 -0.61 0.10
O -2.5112 2.0246 -2.4339 0.98 0.31 -0.44
P -0.5861 -0.0971 -1.5947 0.18 0.15 0.22
C 0.8470 -0.8046 -0.5881 -0.22 0.02 0.56
C 1.7022 0.2369 0.1616 -0.15 -0.46 -0.58
C 1.9985 1.5412 -0.5745 0.93 0.27 0.37
C 2.5050 2.5613 0.4412 -0.53 0.26 -0.11
C 3.0833 1.3106 -1.6469 -0.58 -0.20 0.31
H -1.6785 0.1353 -5.9132 -0.24 -0.09 -0.08
H -0.4821 0.7400 -4.7644 0.15 -0.14 -0.07
H -1.8562 1.7531 -5.1493 -0.12 0.01 -0.39
H -2.0272 2.7273 -2.9044 -0.58 -0.05 0.29
H -1.0843 -1.3925 -1.9496 0.22 -0.09 -0.04
H 0.4062 0.4505 -2.5138 -0.18 -0.07 -0.20
H -1.0720 0.6240 -0.4321 0.19 0.00 0.11
H 0.4049 -1.4508 0.1674 -0.07 -0.10 -0.01
H 1.4450 -1.4694 -1.2107 0.11 0.10 -0.37
H 1.2743 0.4084 1.1463 -0.21 0.26 0.07
H 2.6726 -0.2297 0.3389 0.18 0.00 0.27
H 1.1280 1.9974 -1.0357 -0.29 -0.20 -0.06
H 2.7507 3.5084 -0.0337 0.28 0.08 -0.13
H 1.7089 2.7919 1.1464 0.01 -0.06 0.31
H 3.3711 2.1808 0.9782 0.13 -0.02 0.08
H 2.8999 1.9290 -2.5186 0.22 0.07 -0.21
H 3.0917 0.2631 -1.9345 -0.04 -0.09 -0.34
H 4.0619 1.5187 -1.2219 0.18 0.15 -0.05
O -0.2879 -4.1078 0.4427 0.06 0.15 -0.01
S -1.5753 -3.5324 0.7404 -0.27 0.02 0.01
O -1.7810 -2.1026 0.7055 0.08 -0.13 0.05
C -2.8098 -4.3350 -0.2727 -0.21 -0.26 -0.08
C -3.2587 -5.5303 0.5638 0.08 0.08 0.09
C -3.4049 -5.0101 2.0016 0.14 -0.02 -0.38
C -2.1511 -4.1827 2.3112 -0.25 -0.20 0.25
H -2.3692 -4.6053 -1.2296 0.10 0.11 0.02
H -3.6239 -3.6262 -0.4216 0.04 0.05 0.01
H -4.1917 -5.9484 0.1892 0.00 -0.01 0.00
H -2.4996 -6.3149 0.5284 0.00 0.00 -0.04
H -4.2907 -4.3790 2.0730 -0.02 -0.01 0.01
H -3.5252 -5.8165 2.7131 -0.03 -0.02 0.06
H -2.3595 -3.3483 2.9759 0.12 0.08 -0.05
H -1.3531 -4.7954 2.7265 0.07 0.03 -0.08
O 1.6561 4.2003 -6.4202 0.03 -0.05 0.15
S 1.5498 2.7884 -6.6859 -0.05 -0.16 -0.10
O 1.7127 1.8117 -5.6376 0.02 0.21 0.13
C 0.0105 2.4855 -7.5456 -0.20 0.02 -0.30
C 0.3636 2.6439 -9.0209 0.13 0.02 0.00
C 1.7094 1.9299 -9.2064 -0.05 0.00 0.03
C 2.6288 2.3776 -8.0623 0.08 -0.14 -0.35
H -0.7432 3.1898 -7.2016 0.07 0.02 0.13
H -0.2974 1.4656 -7.3199 0.04 -0.01 0.03
H -0.4096 2.2246 -9.6626 -0.01 0.00 0.00
H 0.4680 3.7028 -9.2666 -0.03 0.01 0.02
H 1.5581 0.8499 -9.1558 -0.01 0.00 0.02
H 2.1543 2.1522 -10.1750 0.02 0.00 0.00
H 3.3115 1.5923 -7.7489 0.02 0.06 0.13
H 3.1882 3.2746 -8.3197 -0.04 0.05 0.09
O -4.8780 -5.2828 4.5004 -0.06 -0.03 0.30
S -5.0842 -4.6580 5.7871 -0.01 0.10 0.16
O -4.7956 -5.3607 7.0097 0.04 -0.15 -0.15
C -4.2488 -3.0760 5.7952 -0.01 0.30 -0.10
C -5.2871 -2.0981 5.2539 -0.08 -0.07 -0.02
C -6.6102 -2.4753 5.9338 0.06 0.00 0.01
C -6.7551 -4.0003 5.8424 -0.26 0.28 0.02
H -3.3488 -3.1396 5.1886 0.02 -0.13 0.03
H -3.9878 -2.8496 6.8283 0.01 -0.06 0.02
H -5.0057 -1.0665 5.4573 0.01 0.00 -0.01
H -5.3798 -2.2139 4.1715 0.03 0.01 0.00
H -6.5807 -2.1703 6.9815 0.02 -0.01 0.00
H -7.4587 -1.9739 5.4714 -0.01 -0.01 0.00
H -7.2668 -4.4211 6.7038 0.06 -0.13 -0.02
H -7.2593 -4.3050 4.9274 0.09 -0.07 -0.03
O 3.9387 2.9343 5.8341 -0.08 0.08 0.04
S 4.5942 4.0451 5.1919 0.12 0.12 -0.06
O 4.1364 5.3973 5.3856 -0.13 -0.10 0.10
C 6.3461 3.9547 5.5467 0.30 -0.12 -0.06
C 6.9134 3.0904 4.4252 -0.08 -0.02 -0.05
C 6.2307 3.5730 3.1383 0.03 0.01 0.06
C 4.7308 3.6975 3.4343 0.20 -0.06 -0.34
H 6.4910 3.5354 6.5393 -0.13 0.04 0.04
H 6.7417 4.9690 5.5060 -0.05 0.03 0.01
H 7.9974 3.1761 4.3658 0.00 -0.01 0.01
H 6.6676 2.0415 4.6038 0.01 0.00 0.03
H 6.6331 4.5479 2.8559 0.00 0.01 0.02
H 6.4093 2.8927 2.3069 -0.02 0.01 -0.01
H 4.2688 4.5076 2.8763 -0.13 0.00 0.10
H 4.2038 2.7659 3.2392 -0.06 0.01 0.11
```
Positions in Å, forces in eV/Å.

Computed properties:
gap between HOMO and LUMO: 7.19 eV
DFT total energy: -3579.4959 Ha
largest force on an atom: 1.16 eV/Å

Atomic partial charges in e from the Mulliken method, atoms 1 to 8: number 1, C, carries -0.676; number 2, O, carries -0.597; number 3, B, carries 1.006; number 4, O, carries -0.635; number 5, P, carries 0.399; number 6, C, carries -0.242; number 7, C, carries -1.398; number 8, C, carries 1.522